Here is a 9-piece molecular cluster, C51H126O35P8 overall from OMol25. Energies are from the ωB97M-V functional and the def2-TZVPD basis.

Summary:
orbital gap = 10.598 eV
charge = 0
E = -200920.9459 eV
E_HOMO = -0.37183 Eh
LUMO energy = 0.48 eV

XYZ file:
```
220
Properties=species:S:1:pos:R:3:forces:R:3:mulliken_charge:R:1
C 4.2831 -2.6191 5.2297 0.7 0.5 -0.1 -0.30
C 4.9365 -2.9363 6.5693 0.0 0.3 -0.7 -0.44
O 5.7462 -4.1471 6.4180 -1.2 -1.9 0.9 -0.38
P 5.0382 -5.5569 6.9123 1.1 0.8 -2.2 0.45
O 5.0268 -5.8214 8.3420 0.4 -0.3 0.4 -0.72
O 3.5819 -5.4177 6.3115 -0.7 -0.4 0.0 0.19
C 2.4675 -5.6108 7.1932 0.3 0.9 0.5 -0.34
C 1.1839 -5.6563 6.4597 -1.1 -0.1 -0.7 -1.01
O 5.6836 -6.6650 5.8891 -0.4 2.1 1.7 -0.31
C 5.3437 -8.0428 6.0144 0.1 -1.0 -1.3 -0.34
C 4.5580 -8.4783 4.7663 0.5 0.7 0.1 -0.71
H 3.5173 -1.8436 5.2428 -0.2 -0.1 0.5 0.39
H 5.0985 -2.1277 4.6989 -0.2 -0.5 -0.9 0.11
H 3.8849 -3.5095 4.7432 0.2 0.1 -0.1 -0.04
H 5.6845 -2.1648 6.7517 -0.1 -0.1 0.4 0.39
H 4.2014 -2.9134 7.3738 0.3 -0.7 0.3 0.22
H 2.5557 -6.4860 7.8369 0.5 -0.2 -0.3 0.38
H 2.4387 -4.7615 7.8759 0.1 0.0 0.2 0.27
H 0.5244 -6.1281 7.1882 -0.6 -0.1 -0.4 0.41
H 0.7390 -4.7126 6.1442 0.3 0.4 0.5 0.38
H 1.1844 -6.1879 5.5081 0.4 -0.7 0.3 0.10
H 6.3121 -8.5429 6.0034 -0.1 -0.2 0.3 0.39
H 4.7747 -8.3744 6.8829 0.2 0.7 0.4 0.30
H 3.6879 -7.8331 4.6451 -0.3 -0.4 0.3 -0.06
H 5.1391 -8.2782 3.8661 0.2 -0.2 0.0 0.28
H 4.3270 -9.5417 4.8294 -0.2 0.1 -0.1 0.44
C 2.1003 3.5850 3.4047 2.2 0.0 -1.2 -0.93
C 3.6615 3.3260 3.3421 -0.9 1.4 0.9 -0.48
O 3.9518 2.1996 2.5824 0.7 -2.2 -1.4 0.30
P 5.4084 1.5180 2.3643 -0.8 -0.3 -0.3 0.45
O 6.5399 2.4749 2.2467 -1.1 -1.0 0.3 -0.83
O 5.4262 0.5327 3.7134 -0.8 0.8 -2.7 -0.06
C 6.5409 0.5704 4.5521 0.7 0.7 1.9 -0.35
C 7.7413 -0.0353 3.9862 1.8 -0.5 -1.3 -1.27
O 5.1858 0.5084 1.0599 -0.3 1.2 2.5 -0.34
C 5.0416 0.9266 -0.3330 1.0 1.0 0.1 -0.28
C 4.2809 2.2199 -0.5828 -0.8 0.2 0.6 -1.21
H 1.5649 2.6902 3.7223 -0.1 0.3 0.1 0.32
H 1.9103 4.4967 3.9711 -0.1 -0.3 0.4 0.46
H 1.8815 3.8691 2.3754 -0.6 -0.3 -0.1 0.02
H 4.1603 4.1596 2.8476 -0.1 0.4 0.2 0.38
H 4.0555 3.2595 4.3562 0.2 -0.3 0.1 0.27
H 6.7712 1.5911 4.8575 -0.1 0.3 -0.1 0.36
H 6.3507 0.0547 5.4934 -0.9 -0.2 -0.1 0.44
H 7.5432 -1.0324 3.5929 0.0 0.0 -0.1 0.29
H 8.1431 0.6053 3.2012 -0.1 -0.2 -0.4 0.36
H 8.5781 -0.1119 4.6805 -0.3 -0.1 0.4 0.41
H 6.0725 1.0592 -0.6611 0.0 0.0 -0.2 0.32
H 4.6355 0.0974 -0.9124 -0.2 -0.1 0.5 0.40
H 3.2536 2.1943 -0.2195 -0.2 -0.5 0.0 0.23
H 4.6827 3.0895 -0.0627 0.5 -0.1 -0.1 0.41
H 4.2016 2.4615 -1.6428 0.3 -0.2 -0.1 0.45
C -3.3216 -0.5664 -3.9220 -0.1 0.7 0.4 -0.93
C -3.2708 0.8359 -4.5094 0.7 -0.2 0.5 -0.05
O -4.5062 1.5499 -4.4673 -1.2 0.0 -0.4 -0.41
P -4.9898 2.4103 -3.2300 -0.9 0.5 0.7 0.60
O -3.8855 3.1273 -2.5538 -1.2 -0.6 -0.4 -0.58
O -6.2458 3.3345 -3.8102 1.3 -1.3 1.4 -0.37
C -6.0490 4.4794 -4.6494 1.5 -0.9 -2.0 -0.31
C -5.5425 3.9298 -6.0243 -0.5 0.9 0.0 -1.09
O -5.7767 1.3396 -2.2576 1.6 2.7 0.3 0.55
C -6.9597 0.7096 -2.6512 -0.6 -2.0 -1.5 -0.54
C -7.5821 -0.1321 -1.5236 1.1 0.6 1.1 -0.95
H -3.6348 -0.5988 -2.8785 -0.2 0.3 0.0 -0.05
H -4.0098 -1.1867 -4.4962 0.3 -0.2 -0.1 0.37
H -2.2824 -0.8952 -3.9107 -0.1 -0.5 -0.3 0.43
H -2.5405 1.4697 -4.0063 0.2 -0.2 0.1 0.39
H -2.9633 0.7159 -5.5483 -0.3 0.4 -0.1 -0.02
H -6.9749 5.0403 -4.7762 -0.2 -0.4 0.3 0.37
H -5.2820 5.1659 -4.2909 -0.1 -0.1 0.6 0.24
H -5.4907 4.7315 -6.7610 -0.1 0.2 0.0 0.44
H -4.5399 3.5031 -5.9968 -0.2 0.0 0.4 0.25
H -6.2372 3.1895 -6.4212 0.0 -0.1 0.1 0.25
H -7.6555 1.3903 -3.1417 -0.1 0.2 0.4 0.32
H -6.5741 0.0686 -3.4440 -0.7 -0.6 -0.3 0.40
H -6.8429 -0.7485 -1.0119 0.6 -0.2 -0.5 0.22
H -7.8222 0.5314 -0.6928 -0.7 0.2 -0.1 0.01
H -8.3866 -0.8419 -1.7162 -0.2 0.6 -0.6 0.48
C -10.9508 1.2080 1.1136 -1.2 0.0 -1.4 -1.31
C -10.0042 1.9918 1.9530 -0.5 0.2 1.5 -0.25
O -8.8639 2.4549 1.2387 1.0 0.3 -0.7 -0.14
P -7.6160 2.9770 2.0954 0.9 2.3 1.0 0.61
O -7.9381 3.4072 3.4834 0.0 -0.4 -1.8 -0.82
O -6.5435 1.8067 2.0629 -0.1 0.5 -0.7 0.17
C -6.7006 0.6750 2.9106 0.6 -1.1 1.2 -0.61
C -7.4409 -0.4431 2.2136 -0.1 0.4 -1.1 -0.46
O -6.8980 4.1990 1.1905 -3.1 -2.3 5.4 -0.43
C -6.2718 3.9090 0.0525 1.6 -0.4 -4.0 1.36
C -6.1268 5.2568 -0.6123 -0.3 1.3 -0.9 -1.51
H -11.9209 0.9942 1.5623 0.3 0.1 0.9 0.39
H -11.2904 1.8833 0.3282 0.3 0.0 -0.5 0.33
H -10.6828 0.2677 0.6319 0.7 0.1 0.2 0.25
H -10.5480 2.8691 2.3033 0.0 0.1 0.1 0.43
H -9.6597 1.4927 2.8587 -0.1 -0.3 0.0 0.36
H -5.6898 0.3941 3.2063 0.0 -0.1 -0.1 0.38
H -7.2116 0.9109 3.8441 -0.1 0.5 -0.1 0.44
H -7.7983 -1.2976 2.7883 0.1 0.4 0.5 0.40
H -8.2711 0.0975 1.7592 -0.4 -0.6 -0.1 -0.11
H -6.8589 -0.8588 1.3910 0.1 0.1 0.0 0.11
H -5.2698 3.4869 0.1297 0.2 -0.1 0.7 -0.28
H -6.8022 3.1356 -0.5029 -0.3 0.2 -0.6 -0.20
H -7.0473 5.8336 -0.7021 -0.6 -0.4 0.5 0.41
H -5.5065 5.8767 0.0352 0.3 -0.1 -0.1 0.34
H -5.7889 5.3623 -1.6432 0.7 -0.8 0.1 0.15
C 2.7786 -1.4838 1.6247 -0.7 0.3 -0.2 -0.73
C 1.3914 -1.4724 0.8906 3.2 -2.0 1.0 -0.40
O 1.1247 -0.1483 0.5247 -2.2 1.2 -0.4 0.45
P -0.2217 0.0468 -0.3718 0.1 -1.3 -0.7 0.24
O -0.2847 -0.9599 -1.4906 -0.3 1.9 1.6 -0.81
O -1.4225 -0.0544 0.7238 1.1 -0.2 -1.2 -0.43
C -2.7495 -0.3491 0.1990 -0.3 1.0 -0.1 0.10
C -3.6241 0.8699 0.5369 -0.3 0.7 0.9 -0.56
O -0.2165 1.5798 -0.8268 0.2 -1.5 -0.4 0.67
C -0.2923 2.5876 0.1693 -0.4 1.3 0.6 0.31
C -0.5553 3.9651 -0.4271 0.0 -0.3 -0.1 -1.11
H 2.8429 -0.9440 2.5695 -0.4 0.6 -0.2 0.27
H 3.0922 -2.4773 1.9453 -0.1 -0.3 -0.6 0.17
H 3.4739 -1.0432 0.9102 0.2 -0.2 0.4 -0.13
H 1.6134 -2.0674 0.0048 -0.5 0.0 -0.2 0.36
H 0.7076 -2.0537 1.5092 -0.9 0.8 -0.1 0.24
H -2.7479 -0.4534 -0.8860 0.4 -0.1 0.0 -0.25
H -2.9730 -1.3365 0.6030 -0.6 0.3 0.3 0.52
H -4.6188 1.0083 0.1132 0.0 -0.9 -0.4 0.08
H -3.7651 1.0626 1.6004 0.0 -0.7 0.4 0.40
H -3.1756 1.8284 0.2756 0.7 -0.3 -0.7 -0.21
H -1.1356 2.3555 0.8197 0.3 -0.1 0.3 0.30
H 0.6512 2.5994 0.7149 -0.1 -0.1 0.2 -0.24
H 0.1669 4.1823 -1.2141 -0.1 0.1 0.0 0.31
H -1.5719 4.0591 -0.8089 0.0 -0.2 -0.3 0.11
H -0.4756 4.7305 0.3448 0.3 -0.1 0.0 0.26
C 0.4239 9.9915 -1.8198 -0.6 -0.3 -0.5 -1.17
C 1.6625 9.2072 -1.4673 0.1 -0.1 -1.9 -0.29
O 1.8927 9.2593 -0.0862 0.3 -1.7 1.8 -0.41
P 1.6467 7.8966 0.8159 0.6 0.4 0.0 0.59
O 0.6037 6.9810 0.3044 1.3 0.6 0.0 -0.35
O 3.1632 7.2032 1.0137 -4.7 0.4 -0.2 -0.18
C 4.0574 7.7131 1.9777 2.0 0.8 -1.8 -0.06
C 5.0612 8.5015 1.0322 -0.4 -0.3 1.1 -1.08
O 1.2340 8.5818 2.2249 2.0 -0.5 -1.2 -0.36
C 0.0226 9.3236 2.2874 -1.1 -0.4 0.8 -0.20
C -1.0973 8.3363 2.6260 -1.0 0.0 0.2 -0.89
H 0.0850 9.7614 -2.8299 0.3 0.1 -0.3 0.39
H -0.4301 9.6635 -1.2271 0.1 0.1 0.4 0.27
H 0.5531 11.0719 -1.7565 0.0 -0.1 0.2 0.30
H 1.6434 8.2030 -1.8907 -0.6 -0.4 0.6 0.35
H 2.5249 9.5731 -2.0246 0.3 0.7 0.4 0.38
H 3.5317 8.2584 2.7615 0.3 0.2 -0.1 0.29
H 4.5868 6.8528 2.3873 -0.1 0.0 0.2 0.17
H 5.3308 7.8730 0.1834 0.1 -0.5 0.4 0.28
H 4.5696 9.3286 0.5200 0.0 0.4 0.6 0.24
H 5.9749 8.7688 1.5630 -0.1 0.4 -0.1 0.41
H 0.1358 10.0380 3.1028 0.2 -0.1 0.1 0.33
H -0.1975 9.9481 1.4215 0.3 -0.5 -0.4 0.20
H -2.0510 8.5988 2.1681 0.0 0.3 -0.1 0.33
H -0.9363 7.3053 2.3110 0.5 0.2 -0.2 0.15
H -1.3100 8.2833 3.6937 0.3 0.1 0.1 0.33
C 5.3108 -0.6073 -8.7145 0.6 0.6 -0.6 -1.30
C 3.9832 0.1431 -8.9854 1.4 -0.6 0.5 -0.09
O 3.2849 0.1288 -7.7739 -2.2 -0.1 2.1 -0.23
P 2.1388 1.1303 -7.2431 0.3 -0.7 0.9 0.78
O 2.5887 2.4803 -6.8593 -0.6 -0.5 -1.3 -0.75
O 0.9366 1.0207 -8.3362 1.1 0.4 0.1 -0.31
C 0.2662 -0.2159 -8.6848 -0.4 0.2 1.2 -0.35
C -1.1799 -0.1146 -8.2197 1.0 -1.0 -0.4 -0.73
O 1.6507 0.3561 -5.8858 0.5 -0.3 -1.8 -0.33
C 0.6366 0.9840 -5.1237 -0.8 1.4 1.6 -0.15
C 1.1452 1.6132 -3.8200 1.7 -0.5 0.1 -1.19
H 6.0254 -0.0625 -8.0976 -0.3 0.3 0.1 0.33
H 5.2475 -1.6029 -8.2752 -0.7 0.1 0.0 0.32
H 5.8256 -0.7509 -9.6645 0.0 0.0 -0.2 0.40
H 4.1067 1.2037 -9.2044 0.4 -0.2 -0.9 0.37
H 3.4814 -0.4552 -9.7459 -0.5 0.5 -0.2 0.19
H 0.2178 -0.5039 -9.7350 0.8 0.9 -0.4 0.41
H 0.7712 -1.0411 -8.1826 0.0 0.0 0.2 0.36
H -1.7370 0.6791 -8.7175 0.2 0.1 0.3 0.32
H -1.5184 -1.0741 -8.6106 -0.9 -0.1 0.4 0.35
H -1.1851 -0.0966 -7.1298 -0.5 0.2 -0.1 -0.03
H 0.1560 1.8172 -5.6365 0.0 -0.2 -0.6 0.41
H -0.1353 0.2654 -4.8482 0.1 -0.3 -0.3 0.15
H 1.6217 0.8719 -3.1785 -0.5 -0.5 0.1 0.28
H 2.0130 2.2434 -4.0147 -0.2 0.5 -0.4 0.47
H 0.4363 2.1647 -3.2024 -0.3 -0.2 -0.4 0.26
C -0.3338 -8.9185 -2.6638 -0.8 0.0 0.8 -1.10
C -0.8359 -7.8125 -1.6743 1.6 0.4 -2.3 -0.29
O 0.2179 -7.5928 -0.6916 0.8 0.0 0.1 -0.28
P 1.6899 -7.0054 -1.1481 -1.4 0.8 -1.8 0.74
O 1.7624 -6.1359 -2.3902 -0.4 -1.8 2.7 -0.80
O 2.1696 -6.2235 0.1511 0.0 -0.4 -1.6 -0.09
C 2.1627 -6.7980 1.4278 0.6 0.1 2.0 -0.01
C 3.0624 -5.8991 2.2964 -0.6 0.1 0.0 -0.50
O 2.5143 -8.3681 -1.2410 0.0 -0.1 0.6 -0.27
C 3.9680 -8.3874 -1.1223 -0.4 1.2 -0.8 -0.08
C 4.5764 -8.0595 -2.5039 0.3 -0.5 0.7 -1.10
H -1.0510 -9.3623 -3.3543 -0.5 0.9 -0.3 0.42
H 0.5313 -8.5428 -3.2102 0.0 -0.3 0.1 0.25
H -0.1414 -9.8362 -2.1079 0.8 0.3 0.4 0.28
H -0.8461 -6.8315 -2.1493 -0.4 -0.2 -0.7 0.26
H -1.8665 -7.9626 -1.3526 0.5 -0.4 1.2 0.41
H 1.1397 -6.8651 1.7980 0.0 0.3 0.0 0.15
H 2.5557 -7.8115 1.5083 0.2 -0.2 -0.8 0.39
H 3.2587 -6.3289 3.2787 -0.2 0.0 0.0 -0.16
H 4.0299 -5.7087 1.8320 0.0 -0.2 -0.2 0.41
H 2.5778 -4.9318 2.4286 0.0 0.1 0.1 0.03
H 4.2206 -7.6014 -0.4108 0.2 -0.1 0.2 0.09
H 4.2605 -9.3592 -0.7246 -0.2 0.1 -0.1 0.37
H 4.8386 -8.9928 -3.0022 -0.3 0.1 -0.3 0.29
H 3.8879 -7.4445 -3.0835 0.0 -0.2 0.0 0.32
H 5.5058 -7.5000 -2.3974 0.0 0.0 0.1 0.32
C -1.3380 -5.5553 3.9469 -1.4 0.5 1.1 -0.93
O -0.8233 -5.5083 2.6369 2.6 -2.2 2.4 -0.10
C -1.4739 -4.9743 1.7002 -3.6 2.8 -3.1 0.53
O -2.5904 -4.4330 1.7850 2.1 -1.1 0.0 -0.68
O -0.7576 -5.0477 0.5565 -0.5 0.0 0.9 0.07
C -1.3305 -4.3875 -0.5814 0.2 0.1 -0.2 -0.41
H -1.2316 -4.5798 4.4214 0.0 0.1 -0.1 0.33
H -0.8894 -6.2870 4.6188 0.7 -0.1 -0.8 0.30
H -2.3985 -5.8067 3.9629 -0.1 0.2 -0.4 0.36
H -0.6800 -4.6758 -1.4071 -0.1 0.1 0.0 0.14
H -1.2982 -3.3051 -0.4565 0.1 0.0 0.0 -0.11
H -2.3619 -4.6885 -0.7654 0.1 -0.2 0.1 0.38
```
Positions in Å, forces in eV/Å.